[1]
DFT (the ωB97M-V functional and the def2-TZVPD basis) results for the molecule C16H12N6.

Element x y z (Å)
N: 0.549 -3.478 -3.774
N: 0.656 -4.373 -1.696
N: 0.670 -2.367 -0.388
N: 0.318 -1.166 -0.616
C: 0.574 -4.577 -3.084
C: 0.658 -3.070 -1.550
C: 0.193 -0.349 0.480
C: -0.046 1.024 0.414
C: -1.013 3.692 -2.742
C: -0.483 4.204 -1.548
C: -1.170 2.327 -2.953
C: 0.374 -1.837 4.048
C: 0.269 -0.598 4.712
C: -0.122 3.287 -0.532
C: -0.867 1.428 -1.932
C: 0.412 -1.877 2.638
C: 0.210 0.607 4.007
C: -0.342 1.923 -0.743
C: 0.255 -0.672 1.927
C: 0.130 0.531 2.610
N: 0.652 -2.538 -2.827
N: -0.073 1.529 1.694
H: 0.450 -5.603 -3.500
H: -1.304 4.359 -3.555
H: -0.400 5.275 -1.364
H: -1.636 1.962 -3.897
H: 0.488 -2.775 4.573
H: 0.304 -0.619 5.772
H: 0.309 3.655 0.429
H: -1.024 0.384 -2.106
H: 0.479 -2.808 2.117
H: 0.120 1.565 4.502
H: 0.706 -1.536 -3.016
H: -0.294 2.492 1.900

Its SMILES is c1ccc(-c2[nH]c3ccccc3c2/N=N/c2ncn[nH]2)cc1. The calculation puts the largest force on an atom at 0.080 hartree/bohr. The value obtained for the HOMO-LUMO gap is 7.25 eV. The molecular weight is 288.31 g/mol. For the relative energy (zero: lowest compared OMol25 entry of this formula, charge and spin), the calculation gives 138.7 kJ/mol.

---

[2]
DFT (the ωB97M-V functional and the def2-TZVPD basis) results for the molecule C16H13BrN4O3S.

Element x y z (Å)
O: 3.506 -0.987 -2.671
C: 2.777 -0.798 -1.709
N: 1.805 -1.827 -1.447
C: 1.081 -2.121 -0.450
N: 0.509 -3.095 -0.437
N: 0.576 -4.432 -0.950
C: -0.171 -4.975 -1.757
C: -1.480 -4.085 -2.534
C: -2.026 -2.883 -2.310
C: -3.025 -2.729 -3.093
C: -3.287 -4.032 -3.806
O: -2.234 -4.806 -3.542
H: -3.592 -4.171 -4.686
H: -3.806 -1.956 -3.162
H: -1.677 -2.104 -1.588
H: -0.092 -5.968 -2.092
S: 1.061 -0.935 0.837
C: 1.466 0.422 -0.193
C: 2.642 0.334 -0.801
H: 3.102 1.024 -1.263
H: 3.469 0.035 -0.124
C: 1.336 1.565 0.690
O: 2.198 2.503 0.632
N: 0.254 1.729 1.478
C: -0.294 3.023 2.091
C: 0.657 4.129 2.478
C: 0.461 5.079 3.305
C: -1.057 4.891 4.056
C: -1.602 3.609 3.921
C: -1.207 2.748 3.070
H: -1.973 1.884 2.853
H: -2.571 3.663 4.331
Br: -1.486 6.226 5.300
H: 0.997 5.946 3.407
H: 1.665 4.168 1.848
H: -0.580 1.092 1.430
H: 0.601 0.725 -1.135
H: 2.002 -2.889 -1.976

Its SMILES is O=C1C[C@H](C(=O)Nc2ccc(Br)cc2)S/C(=N/N=C\c2ccco2)N1. The calculation puts the largest force on an atom at 0.350 hartree/bohr. The value obtained for the HOMO-LUMO gap is 7.88 eV. The molecular weight is 421.28 g/mol. For the relative energy (zero: lowest compared OMol25 entry of this formula, charge and spin), the calculation gives 1411.5 kJ/mol.

---

- Which formula does entry 2 have?
  C16H13BrN4O3S

---

- Number 2 is which compound?
  C16H13BrN4O3S

---

- Look up the molecular weight of the second one.
  421.28 g/mol

---

Please write out number 2 again, unchanged.
DFT (the ωB97M-V functional and the def2-TZVPD basis) results for the molecule C16H13BrN4O3S.

Element x y z (Å)
O: 3.506 -0.987 -2.671
C: 2.777 -0.798 -1.709
N: 1.805 -1.827 -1.447
C: 1.081 -2.121 -0.450
N: 0.509 -3.095 -0.437
N: 0.576 -4.432 -0.950
C: -0.171 -4.975 -1.757
C: -1.480 -4.085 -2.534
C: -2.026 -2.883 -2.310
C: -3.025 -2.729 -3.093
C: -3.287 -4.032 -3.806
O: -2.234 -4.806 -3.542
H: -3.592 -4.171 -4.686
H: -3.806 -1.956 -3.162
H: -1.677 -2.104 -1.588
H: -0.092 -5.968 -2.092
S: 1.061 -0.935 0.837
C: 1.466 0.422 -0.193
C: 2.642 0.334 -0.801
H: 3.102 1.024 -1.263
H: 3.469 0.035 -0.124
C: 1.336 1.565 0.690
O: 2.198 2.503 0.632
N: 0.254 1.729 1.478
C: -0.294 3.023 2.091
C: 0.657 4.129 2.478
C: 0.461 5.079 3.305
C: -1.057 4.891 4.056
C: -1.602 3.609 3.921
C: -1.207 2.748 3.070
H: -1.973 1.884 2.853
H: -2.571 3.663 4.331
Br: -1.486 6.226 5.300
H: 0.997 5.946 3.407
H: 1.665 4.168 1.848
H: -0.580 1.092 1.430
H: 0.601 0.725 -1.135
H: 2.002 -2.889 -1.976

Its SMILES is O=C1C[C@H](C(=O)Nc2ccc(Br)cc2)S/C(=N/N=C\c2ccco2)N1. The calculation puts the largest force on an atom at 0.350 hartree/bohr. The value obtained for the HOMO-LUMO gap is 7.88 eV. The molecular weight is 421.28 g/mol. For the relative energy (zero: lowest compared OMol25 entry of this formula, charge and spin), the calculation gives 1411.5 kJ/mol.